Entry 1:
12
Properties=species:S:1:pos:R:3:mulliken_charge:R:1 method="wB97M-V/def2-TZVPD" lumo_ev=-7.9 charge=+1
C -1.212 -1.255 0.359 -0.04
C -0.116 -2.417 -1.502 -0.13
N -0.403 -1.434 -0.639 -0.05
H 8.607 13.531 2.080 0.00
H -1.643 -0.220 0.239 0.30
H -1.225 -1.785 1.402 0.31
H -0.850 -3.240 -1.570 0.27
H 7.163 15.475 0.463 0.00
H -0.152 -1.784 -2.544 0.34
H -3.898 -5.851 -0.059 0.33
H -3.167 -5.323 1.325 0.32
O -3.103 -5.697 0.446 -0.65

=====

Entry 2:
13
Properties=species:S:1:pos:R:3:mulliken_charge:R:1 method="wB97M-V/def2-TZVPD" lumo_ev=4.5 charge=-1
C 0.904 1.052 0.233 -0.90
N 0.258 -0.268 0.372 -0.48
C -1.178 -0.082 0.794 -0.50
O -1.341 0.649 1.881 -0.86
H 0.674 1.475 -0.739 0.23
H 0.548 1.700 1.033 0.38
H 1.994 0.933 0.280 0.32
H 0.709 -0.715 1.165 0.25
H -1.638 0.295 -0.132 0.25
H -1.570 -1.134 0.890 0.26
H 0.466 -0.937 -1.263 0.54
H -0.373 -1.610 -2.356 0.29
O 0.546 -1.357 -2.159 -0.77

=====

Entry 3:
13
Properties=species:S:1:pos:R:3:mulliken_charge:R:1 method="wB97M-V/def2-TZVPD" lumo_ev=3.8 charge=-1
C 0.240 -0.144 -0.335 -0.42
O -0.014 0.527 -1.554 -0.58
C -1.014 -0.359 0.469 -0.39
N -0.706 -1.649 1.711 -0.67
H 0.753 -1.084 -0.582 0.21
H 0.946 0.442 0.256 0.26
H -0.654 -0.347 1.619 0.27
H -1.671 0.500 0.554 0.37
H -1.618 -1.845 2.048 0.20
H -1.361 -1.381 0.349 0.25
H 0.810 1.066 -1.693 0.43
H 2.112 2.609 -1.312 0.15
O 2.177 1.665 -1.532 -1.09

=====

Entry 4:
14
Properties=species:S:1:pos:R:3:mulliken_charge:R:1 method="wB97M-V/def2-TZVPD" lumo_ev=1.0 smiles="CCO[P@H](N)=O"
C -0.067 -0.872 1.368 -1.04
C 0.136 -1.502 -0.007 -0.21
O -0.287 -0.703 -1.091 -0.39
P 0.345 0.921 -1.227 0.60
N -0.570 1.805 -0.124 -0.52
O 0.307 1.366 -2.613 -0.61
H 0.507 0.048 1.455 0.33
H -1.114 -0.639 1.537 0.28
H 0.270 -1.568 2.133 0.36
H -0.453 -2.422 -0.091 0.29
H 1.196 -1.760 -0.127 0.29
H 1.588 0.823 -0.634 0.09
H -0.305 2.781 -0.197 0.28
H -1.551 1.721 -0.382 0.26

=====

Entry 5:
14
Properties=species:S:1:pos:R:3:mulliken_charge:R:1 method="wB97M-V/def2-TZVPD" lumo_ev="-0.4 / -1.8"
C -0.574 -2.175 0.165 -0.89
C -0.115 2.609 -0.511 -0.88
N 1.833 -2.185 3.278 -0.30
O 1.960 -3.510 0.828 -0.58
O 1.044 -1.760 2.348 -0.03
P 1.288 -2.177 0.847 0.58
H -1.139 -2.994 0.541 0.33
H -1.026 -1.324 0.560 0.32
H -0.440 -2.124 -0.890 0.30
H -0.752 2.920 0.341 0.23
H 0.566 3.498 -0.609 0.26
H -0.499 2.338 -1.409 0.27
H 0.499 1.716 -0.204 0.12
H 2.283 -3.059 3.106 0.26

=====

Entry 6:
14
Properties=species:S:1:pos:R:3:mulliken_charge:R:1 method="wB97M-V/def2-TZVPD" lumo_ev=-3.6 charge=+1
C -0.983 -0.837 -1.268 -0.30
C 0.343 0.406 2.290 0.15
N 0.315 -1.142 -0.970 -0.31
O 1.393 0.677 2.890 -0.37
O 0.258 0.354 1.097 -0.58
S -1.180 1.247 -1.494 -0.11
H -1.236 -1.174 -2.256 0.41
H -1.616 -0.925 -0.371 0.31
H -0.490 0.189 2.864 0.42
H 1.008 -1.635 -1.640 0.23
H -0.646 1.550 -2.614 0.26
H 0.664 -0.988 -0.001 0.24
H 2.142 0.881 2.315 0.37
H 0.029 1.397 -0.842 0.29

=====

Entry 7:
14
Properties=species:S:1:pos:R:3:mulliken_charge:R:1 method="wB97M-V/def2-TZVPD" lumo_ev=-3.4 charge=+1
O 0.349 -1.124 0.326 -0.63
C -0.273 -0.082 0.396 0.80
O -1.479 0.129 0.006 -0.50
C 0.461 1.173 0.842 -0.58
N 1.907 0.890 0.542 -0.36
H -1.859 -0.816 -0.429 0.49
H 0.427 1.238 1.933 0.28
H 0.185 2.134 0.421 0.35
H 2.148 0.873 -0.456 0.34
H 1.921 -0.154 0.764 0.38
H 2.677 1.425 0.956 0.33
H -1.851 -2.582 -1.587 0.32
H -2.597 -1.458 -2.227 0.31
O -2.017 -1.645 -1.488 -0.53

=====

Entry 8:
14
Properties=species:S:1:pos:R:3:lowdin_spin:R:1 method="wB97M-V/def2-TZVPD" lumo_ev="-7.6 / -15.3" multiplicity=2 s_squared=0.75 charge=+2
O -0.025 -0.190 -3.200 0.01
C -0.571 -0.051 -2.108 0.00
O -1.497 0.856 -1.831 0.00
C -0.340 -0.777 -0.709 0.00
N 0.769 -1.738 -0.657 0.00
H -1.868 1.480 -2.617 0.00
H -0.345 -0.022 0.020 0.00
H -1.262 -1.257 -0.764 0.00
H 0.777 -2.450 -1.373 0.00
H 1.681 -1.299 -0.725 0.00
H 0.718 -2.378 0.136 0.00
H 0.847 2.486 6.364 0.02
H 1.855 1.775 7.429 0.01
O 1.231 1.684 6.660 0.96

=====

Taking the records one at a time from the top gives ΔE to the lowest compared entry with this formula, charge and spin values of 1323.9 40.6 530.5 39.1 531.7 112.7 51.2 50.4 kJ/mol.